The following is a quantum chemistry calculation of a 12-piece molecular cluster, C50H66F15NO30 overall in a non-equilibrium geometry, from the Open Molecules 2025 dataset.

Calculated values
largest force on an atom: 0.0755 Eh/bohr
E_tot: -5754.829173 Ha
LUMO energy: -0.53 eV
HOMO-LUMO gap: 9.6 eV
HOMO: -10.136 eV
structure (SMILES): O=[N+]([O-])c1ccccc1.CCOC(=O)C(F)(F)F.CCOC(=O)C(F)(F)F.CCOC(=O)C(F)(F)F.CCOC(=O)C(F)(F)F.CCOC(=O)C(F)(F)F.C[C@H]1COC(=O)O1.C[C@H]1COC(=O)O1.C[C@H]1COC(=O)O1.C[C@H]1COC(=O)O1.C[C@H]1COC(=O)O1.C[C@H]1COC(=O)O1

```
! wB97M-V def2-TZVPD RIJCOSX def2/J DEFGRID3
* xyz 0 1
O -0.422 -5.911 -0.851
N -0.654 -6.679 0.088
O -0.083 -7.701 0.372
C -1.873 -6.263 0.851
C -2.198 -6.983 1.985
C -3.202 -6.506 2.786
C -3.942 -5.446 2.298
C -3.740 -4.826 1.062
C -2.662 -5.213 0.348
H -1.517 -7.827 2.255
H -3.493 -6.816 3.808
H -4.822 -5.087 2.915
H -4.443 -4.061 0.757
H -2.424 -4.732 -0.572
C 5.617 -0.933 -1.639
C 5.979 0.534 -1.075
O 6.168 1.480 -2.188
C 7.104 1.225 -3.078
O 7.956 0.400 -3.070
C 6.858 2.291 -4.208
F 5.619 2.199 -4.662
F 7.154 3.515 -3.672
F 7.677 2.178 -5.229
H 6.478 -1.599 -1.793
H 5.061 -0.796 -2.502
H 4.986 -1.423 -0.893
H 6.874 0.470 -0.445
H 5.261 1.010 -0.433
C 0.420 -0.257 1.105
C -0.105 -1.065 -0.040
O 1.041 -1.437 -0.932
C 0.689 -2.201 -1.908
O -0.413 -2.682 -2.030
C 1.932 -2.631 -2.774
F 2.408 -1.554 -3.453
F 2.843 -3.084 -1.943
F 1.635 -3.606 -3.630
H 0.965 -0.743 1.911
H -0.403 0.318 1.560
H 0.997 0.602 0.696
H -0.753 -0.456 -0.580
H -0.588 -1.923 0.323
C 2.094 -3.590 1.877
C 0.640 -3.859 1.897
O 0.167 -4.712 2.990
C 0.202 -4.197 4.135
O 0.460 -3.027 4.383
C 0.062 -5.288 5.240
F 0.406 -4.690 6.379
F -1.152 -5.847 5.417
F 0.936 -6.196 4.922
H 2.743 -4.544 2.037
H 2.449 -2.881 2.586
H 2.283 -3.265 0.789
H 0.405 -4.483 1.012
H 0.060 -2.994 1.931
C -6.374 -0.486 1.942
C -5.050 -1.165 1.860
O -4.636 -1.579 3.217
C -3.339 -1.813 3.403
O -2.429 -1.847 2.633
C -3.085 -2.291 4.875
F -2.006 -1.673 5.410
F -4.145 -1.956 5.573
F -2.837 -3.572 4.992
H -6.528 0.011 0.975
H -6.234 0.288 2.707
H -7.148 -1.147 2.174
H -4.194 -0.491 1.567
H -5.095 -2.077 1.245
C -2.796 4.086 -3.334
C -2.634 2.882 -2.288
O -1.490 3.130 -1.417
C -1.674 3.890 -0.321
O -2.738 4.288 0.069
C -0.409 4.177 0.466
F 0.335 3.137 0.784
F 0.359 5.037 -0.225
F -0.849 4.805 1.601
H -3.715 3.991 -3.913
H -1.905 4.090 -3.983
H -2.918 4.990 -2.820
H -2.354 1.976 -2.754
H -3.524 2.756 -1.674
C 2.689 1.114 5.689
C 2.325 2.090 4.555
C 0.825 2.169 4.297
O 0.357 3.145 5.203
C 1.425 3.949 5.548
O 1.369 4.952 6.182
O 2.574 3.426 5.041
H 3.723 0.997 5.797
H 2.320 0.125 5.296
H 2.178 1.229 6.644
H 2.949 1.992 3.644
H 0.268 1.253 4.459
H 0.662 2.600 3.277
C 3.483 6.635 0.176
C 3.763 5.206 -0.243
C 5.219 4.786 -0.402
O 5.271 3.402 0.116
C 4.102 3.215 0.732
O 3.882 2.160 1.218
O 3.247 4.267 0.707
H 3.891 6.812 1.164
H 2.387 6.813 0.194
H 3.875 7.413 -0.526
H 3.218 4.951 -1.203
H 5.895 5.416 0.228
H 5.586 4.806 -1.461
C -3.708 -2.045 -1.401
C -3.846 -0.704 -2.031
C -4.315 -0.514 -3.464
O -5.761 -0.324 -3.335
C -6.033 0.104 -2.025
O -7.089 0.393 -1.598
O -4.871 0.014 -1.336
H -4.629 -2.701 -1.313
H -3.458 -1.971 -0.356
H -2.863 -2.568 -1.902
H -2.862 -0.111 -1.899
H -4.235 -1.415 -4.140
H -3.879 0.346 -3.989
C -0.433 -1.066 -8.014
C 0.403 -1.424 -6.843
C 1.524 -2.505 -7.035
O 2.715 -1.828 -6.419
C 2.412 -0.550 -6.283
O 3.218 0.238 -5.910
O 1.166 -0.271 -6.625
H 0.193 -1.122 -8.953
H -0.962 -0.103 -7.853
H -1.206 -1.879 -8.134
H -0.166 -1.624 -5.957
H 1.805 -2.782 -8.060
H 1.429 -3.408 -6.456
C 2.737 1.804 -2.674
C 1.352 2.131 -3.207
C 1.242 2.744 -4.605
O 0.032 2.172 -5.103
C -0.342 1.155 -4.324
O -1.286 0.432 -4.546
O 0.500 0.977 -3.338
H 2.728 1.712 -1.584
H 3.372 2.573 -3.143
H 3.080 0.930 -3.203
H 0.742 2.774 -2.487
H 2.009 2.374 -5.295
H 1.193 3.793 -4.606
C -2.373 1.651 6.416
C -3.149 2.195 5.200
C -2.783 3.534 4.525
O -2.484 3.121 3.141
C -2.728 1.837 2.978
O -2.726 1.345 1.853
O -3.014 1.194 4.102
H -3.120 1.436 7.240
H -1.521 2.242 6.742
H -2.079 0.638 6.182
H -4.246 2.240 5.397
H -1.862 3.972 4.981
H -3.635 4.282 4.480
*
```